Record 1
Computed, not measured: a 2-piece molecular cluster, C5H12Si2 overall in a non-equilibrium geometry, with wB97M-V/def2-TZVPD.

The energy relative to the best compared isomer or geometry (same formula, charge and spin) is 376.8 kJ/mol. As for the net charge: 0. The strongest force on any atom comes out at 3.270 eV/A. As for the spin multiplicity: 1. Its LUMO energy is -1.029 eV. The HOMO energy is -8.33 eV.

```
19
Properties=species:S:1:pos:R:3:nbo_charge:R:1
C -1.913 1.569 0.525 -0.22
C -1.006 0.810 0.698 -0.44
C 1.693 -0.313 1.431 -1.09
C -0.947 -2.146 1.217 -1.07
C 0.533 -1.209 -1.293 -1.14
Si -0.479 3.360 -1.949 0.58
Si 0.087 -0.740 0.431 1.58
H -2.411 2.487 0.544 0.22
H 1.909 -0.502 2.511 0.25
H 2.430 -0.701 0.751 0.22
H 1.854 0.770 1.266 0.24
H -0.449 -3.056 1.148 0.22
H -1.235 -1.913 2.233 0.24
H -1.799 -2.247 0.590 0.23
H 1.597 -1.124 -1.416 0.25
H 0.259 -2.325 -1.367 0.25
H -0.065 -0.601 -2.080 0.26
H -0.772 4.771 -2.328 -0.29
H 0.712 3.110 -2.913 -0.28
```

Record 2
Computed, not measured: a 2-piece molecular cluster, C5H13B overall in a non-equilibrium geometry, with wB97M-V/def2-TZVPD.

The energy relative to the best compared isomer or geometry (same formula, charge and spin) is 190.8 kJ/mol. As for the net charge: 0. The strongest force on any atom comes out at 4.819 eV/A. As for the spin multiplicity: 1. Its LUMO energy is 0.618 eV. The HOMO energy is -8.17 eV.

```
19
Properties=species:S:1:pos:R:3:nbo_charge:R:1
B 1.543 0.007 0.417 0.95
C 2.386 1.120 -0.291 -1.07
C 1.793 -1.441 0.623 -1.12
C -2.858 0.058 -0.416 -0.60
C -0.621 0.565 0.496 -0.61
C -1.393 -0.277 -0.475 -0.45
H 2.490 2.188 0.164 0.26
H 1.879 1.398 -1.248 0.27
H 3.363 0.762 -0.494 0.22
H 2.724 -1.889 0.259 0.23
H 0.946 -1.885 0.209 0.27
H 1.709 -1.775 1.678 0.28
H -3.202 -0.074 0.657 0.20
H -3.628 -0.583 -0.985 0.21
H -3.171 1.153 -0.574 0.20
H -0.543 1.579 0.152 0.19
H -1.012 0.652 1.534 0.20
H -1.344 -1.308 -0.266 0.19
H -1.062 -0.248 -1.441 0.20
```

Record 3
Computed, not measured: an isolated ion of composition C5H13BN and charge +1 in a non-equilibrium geometry, with wB97M-V/def2-TZVPD.

The energy relative to the best compared isomer or geometry (same formula, charge and spin) is 45.0 kJ/mol. As for the net charge: +1. As for the SMILES: CB1CC[N@@H+](C)C1. The strongest force on any atom comes out at 3.619 eV/A. As for the spin multiplicity: 1. Its LUMO energy is -3.517 eV. The HOMO energy is -14.85 eV.

```
20
Properties=species:S:1:pos:R:3:nbo_charge:R:1
B -0.369 1.096 -0.557 0.88
C -0.006 -0.103 -1.611 -0.77
C 0.318 0.709 0.740 -0.62
C 0.772 -1.136 -0.720 -0.22
C -1.428 2.174 -1.009 -0.99
C 0.766 -1.474 1.918 -0.44
N 0.239 -0.776 0.691 -0.33
H -1.091 -0.551 -1.763 0.25
H 0.450 0.206 -2.540 0.29
H 1.396 0.887 0.978 0.28
H -0.224 1.081 1.664 0.26
H 0.397 -2.204 -0.937 0.24
H 1.943 -1.138 -0.717 0.25
H -1.148 2.476 -2.052 0.27
H -1.527 3.009 -0.334 0.25
H -2.393 1.526 -1.094 0.27
H 1.665 -2.147 1.862 0.26
H 1.038 -0.632 2.497 0.22
H -0.123 -1.994 2.500 0.25
H -0.674 -1.008 0.483 0.41
```

Record 4
Computed, not measured: a 2-piece molecular cluster, C5H13BO overall in a non-equilibrium geometry, with wB97M-V/def2-TZVPD.

The energy relative to the best compared isomer or geometry (same formula, charge and spin) is 317.9 kJ/mol. As for the net charge: 0. The strongest force on any atom comes out at 4.823 eV/A. As for the spin multiplicity: 1. Its LUMO energy is 0.053 eV. The HOMO energy is -8.27 eV.

```
20
Properties=species:S:1:pos:R:3:nbo_charge:R:1
B 0.806 -0.186 -1.551 1.25
C 0.827 1.328 -1.533 -1.17
C 1.732 -1.339 -2.029 -1.12
C -1.753 -0.966 2.075 -0.63
C -0.249 1.020 1.362 -0.64
C -1.224 -0.113 0.850 0.13
O -0.622 -0.964 0.005 -0.78
H 1.201 1.899 -0.722 0.29
H -0.166 1.715 -1.697 0.28
H 1.399 1.658 -2.450 0.25
H 1.132 -2.067 -2.592 0.28
H 1.996 -1.686 -1.070 0.28
H 2.667 -0.975 -2.529 0.26
H -1.016 -1.255 2.875 0.20
H -2.507 -0.426 2.620 0.20
H -2.321 -1.830 1.698 0.21
H -0.086 1.894 0.625 0.18
H 0.669 0.482 1.373 0.20
H -0.410 1.394 2.388 0.21
H -2.074 0.417 0.303 0.12
```

Record 5
Computed, not measured: C5H13BrClHfInN as an isolated structure in a non-equilibrium geometry, with wB97M-V/def2-TZVPD.

As for the net charge: +3. The strongest force on any atom comes out at 4.481 eV/A. As for the spin multiplicity: 1. Its LUMO energy is -15.405 eV. The HOMO energy is -20.05 eV.

```
23
Properties=species:S:1:pos:R:3:mulliken_charge:R:1
C 2.944 0.368 0.675 -0.82
N 2.511 -0.006 -0.712 -0.22
C 1.105 0.141 -0.888 -0.76
In -0.102 -1.523 0.094 0.92
Br -0.936 -3.367 -1.585 -0.16
C -1.941 -0.529 1.015 -0.98
C -2.651 0.444 0.049 -0.46
C -1.856 1.782 -0.180 -0.55
Cl -1.296 1.939 -1.913 -0.04
H 4.047 0.202 0.712 0.33
H 2.393 -0.200 1.451 0.34
H 2.813 1.480 0.792 0.39
H 2.937 0.730 -1.308 0.39
H 0.785 1.142 -0.481 0.45
H 0.860 0.112 -1.986 0.54
H 0.751 -2.423 1.396 -0.07
H -1.616 -0.008 1.956 0.48
H -2.697 -1.306 1.326 0.45
H -3.631 0.720 0.547 0.41
H -2.870 -0.002 -0.955 0.38
H -2.573 2.619 -0.015 0.39
H -0.995 1.905 0.513 0.42
Hf 2.021 -4.221 -0.500 1.17
```